[1]
12
Properties=species:S:1:pos:R:3 method="wB97M-V/def2-TZVPD" gap_ev="6.6 / 9.4" spin_multiplicity=2 total_charge=+1
C -1.799 -0.925 1.414
C -1.219 0.083 0.540
C -1.337 1.506 0.483
C -0.357 -0.088 -0.558
H -1.618 -1.948 1.071
H -2.534 -0.569 2.132
H 6.018 -1.062 -2.297
H -1.090 2.226 -0.299
H -1.758 2.172 1.298
H -0.278 0.664 -1.324
H 5.896 -0.989 -1.566
H 0.076 -1.071 -0.893



[2]
17
Properties=species:S:1:pos:R:3 method="wB97M-V/def2-TZVPD" gap_ev=6.1 smiles=[O-]C[C@@H]1CCCN1 total_charge=-1
O -0.819 -1.756 -2.156
C -0.458 -1.913 -0.860
C -0.671 -0.588 -0.035
C -0.013 0.475 -0.851
C 0.645 1.560 -0.026
C 0.578 0.998 1.392
N 0.098 -0.439 1.359
H 0.709 -2.025 -0.839
H -1.012 -2.747 -0.455
H -1.719 -0.416 0.165
H -0.791 0.839 -1.554
H 0.544 0.042 -1.694
H 0.285 2.572 -0.147
H 1.688 1.706 -0.326
H -0.146 1.531 2.040
H 1.568 0.861 1.850
H -0.487 -0.700 2.137



[3]
120
Properties=species:S:1:pos:R:3 method="wB97M-V/def2-TZVPD" gap_ev=5.4 total_charge=+1
C -1.957 1.310 2.875
C -1.524 0.186 1.899
C -2.326 0.225 0.616
C -1.669 -1.183 2.559
C -2.926 -1.634 2.927
C -3.078 -2.955 3.322
C -1.963 -3.747 3.563
C -0.684 -3.215 3.414
C 0.544 -3.980 3.905
C 0.530 -5.486 3.615
C 0.729 -3.831 5.441
C -0.556 -1.980 2.765
N 0.785 -1.403 2.407
P 1.765 -1.525 1.059
H 0.220 -0.245 -0.853
N 3.065 -0.906 1.830
C 4.478 -1.337 1.778
C 5.437 -0.413 1.362
C 5.044 1.003 0.918
C 5.733 1.344 -0.391
C 5.400 1.991 2.048
C 6.815 -0.706 1.398
C 7.233 -1.948 1.843
C 6.312 -2.770 2.475
C 4.943 -2.452 2.506
C 3.988 -3.346 3.330
C 4.182 -3.129 4.844
C 4.099 -4.831 3.054
C 2.633 -0.226 2.983
C 1.347 -0.496 3.295
H -1.359 1.242 3.810
H -1.821 2.308 2.438
H -3.018 1.202 3.156
H -0.477 0.394 1.613
H -2.007 -0.600 -0.062
H -3.416 0.112 0.805
H -2.117 1.161 0.071
H -3.759 -0.937 2.879
H -4.055 -3.395 3.428
H -2.054 -4.756 3.930
H 1.428 -3.513 3.433
H 0.463 -5.655 2.535
H 1.443 -5.968 4.030
H -0.344 -5.953 4.111
H 0.896 -2.789 5.737
H -0.170 -4.182 5.977
H 1.570 -4.458 5.807
H 3.963 1.042 0.744
H 5.555 0.574 -1.146
H 5.366 2.289 -0.818
H 6.828 1.434 -0.273
H 4.872 1.706 2.968
H 6.479 1.957 2.243
H 5.124 3.011 1.772
H 7.551 0.030 1.046
H 8.263 -2.229 1.788
H 6.655 -3.685 2.992
H 2.991 -2.970 3.057
H 3.997 -2.085 5.132
H 3.493 -3.779 5.405
H 5.206 -3.402 5.141
H 3.995 -5.021 1.989
H 5.065 -5.223 3.395
H 3.301 -5.354 3.593
H 3.357 0.361 3.515
H 0.893 -0.139 4.190
C -4.349 5.062 -4.541
N -3.603 4.557 -3.422
C -4.108 4.818 -2.157
O -5.020 5.555 -1.841
C -3.263 3.872 -1.209
C -4.231 2.967 -0.419
C -5.040 2.156 -1.404
C -6.253 2.680 -1.904
C -7.100 1.892 -2.692
C -6.726 0.576 -3.034
C -5.500 0.058 -2.548
C -4.655 0.841 -1.747
N -2.291 3.254 -2.106
C -1.265 2.549 -1.571
C -0.565 1.517 -2.143
C 0.581 0.648 -1.494
C 1.085 -0.301 -2.621
C 2.408 -0.683 -2.635
C 2.883 -1.433 -3.734
C 1.984 -1.830 -4.770
C 0.636 -1.489 -4.642
C 0.140 -0.839 -3.514
C -2.641 3.418 -3.496
C -3.318 2.203 -4.210
C -2.944 2.335 -5.690
C -1.764 3.372 -5.796
C -1.446 3.898 -4.396
H -4.596 6.051 -4.204
H -3.717 5.033 -5.421
H -5.286 4.500 -4.738
H -2.670 4.535 -0.558
H -3.635 2.338 0.241
H -4.887 3.650 0.159
H -6.531 3.720 -1.664
H -8.044 2.310 -3.069
H -7.460 -0.100 -3.556
H -5.199 -0.962 -2.822
H -3.695 0.411 -1.401
H -1.006 2.821 -0.508
H -0.798 1.375 -3.241
H 1.391 1.498 -1.251
H 3.128 -0.359 -1.835
H 3.948 -1.694 -3.838
H 2.358 -2.406 -5.671
H -0.032 -1.745 -5.444
H -0.936 -0.761 -3.422
H -2.972 1.254 -3.798
H -4.417 2.207 -4.025
H -2.637 1.375 -6.154
H -3.814 2.693 -6.260
H -0.894 2.897 -6.280
H -2.085 4.218 -6.423
H -1.381 4.993 -4.294
H -0.522 3.449 -4.004



[4]
18
Properties=species:S:1:pos:R:3 method="wB97M-V/def2-TZVPD" gap_ev=8.9 total_charge=+1
C -0.174 1.190 -1.350
C -0.736 -0.675 -1.270
C 0.315 0.341 0.675
C 1.802 0.104 1.024
C -0.556 0.539 1.900
N 0.253 1.472 -0.203
N -0.286 -0.831 -0.079
N -1.214 -1.477 -2.345
O -2.418 -1.573 -2.596
O -0.222 -1.842 -2.920
I -0.425 2.060 -3.187
H 2.060 -0.453 1.879
H 2.031 1.116 1.321
H 2.292 -0.031 0.177
H -0.143 1.200 2.602
H -0.676 -0.389 2.437
H -1.422 1.027 1.691
H -0.480 -1.777 0.245



[5]
15
Properties=species:S:1:pos:R:3 method="wB97M-V/def2-TZVPD" gap_ev=10.7 smiles="CC(C)NC=O" total_charge=0
C -1.437 0.121 0.919
C -0.232 -0.360 0.120
C -0.549 -0.513 -1.371
N 0.827 0.653 0.212
C 2.168 0.258 0.246
O 2.577 -0.771 0.720
H -2.297 -0.539 0.773
H -1.724 1.130 0.595
H -1.213 0.153 1.991
H 0.112 -1.322 0.525
H 0.362 -0.761 -1.928
H -0.923 0.439 -1.763
H -1.291 -1.294 -1.565
H 0.676 1.354 0.930
H 2.848 1.007 -0.209



[6]
16
Properties=species:S:1:pos:R:3 method="wB97M-V/def2-TZVPD" gap_ev="6.4 / 8.6" spin_multiplicity=3 total_charge=+1
C 0.588 1.318 0.652
C -0.590 0.784 1.083
C 0.577 -0.636 -0.257
C -1.993 -0.042 -0.491
N 1.196 0.505 -0.292
N -0.854 -0.452 0.338
O 4.005 -1.226 -0.853
P 4.083 0.193 -0.763
H 0.778 2.316 1.011
H -1.461 1.200 1.621
H 0.641 -1.242 -1.108
H 1.071 -1.432 0.474
H -2.845 0.048 0.156
H -1.781 0.781 -1.149
H -2.244 -0.842 -1.220
H -1.170 -1.273 0.796



ΔE to the lowest compared entry with this formula, charge and spin for every record listed, in sequence, given in kJ/mol: 333.6, 107.4, 68.9, 168.0, 95.8, 111.0.
Electronic energy for every record listed, in sequence, given in hartree: -156.72799, -326.44441, -2578.99962, -806.67983, -287.79596, -682.90411.